(1)
Molecular formula: C30H43F5NdOP2
Method: DFT, ωB97M-V/def2-TZVPD

F_max: 1.7 eV/A
Lowest unoccupied orbital energy (spin up / spin down): -3.7 / -3.7 eV
Orbital gap (spin up / spin down): 5.63 / 5.70 eV
Energy above the lowest of the compared OMol25 structures with the same formula, charge and spin: 0.000 eV
HOMO (spin up / spin down): -0.3442 / -0.3442 Eh

ORCA input file:
```
! RIJCOSX wB97M-V def2-TZVPD def2/J DEFGRID3
* xyz 1 4
Nd -0.6797 0.5355 2.6473
C 1.2153 0.6127 4.4292
C 2.1467 1.0413 3.4426
C 0.4812 2.6237 3.5449
C 0.2366 1.6559 4.5749
C 1.6870 2.2628 2.8836
C 1.3299 -0.6199 5.2506
H 2.0746 -1.3080 4.8439
H 0.3830 -1.1600 5.3124
H 1.6259 -0.3876 6.2839
C -1.0388 1.5862 5.3326
H -1.0627 0.7490 6.0360
H -1.9582 1.5108 4.6920
H -1.1566 2.5165 5.9092
C -0.3906 3.7835 3.2265
H -0.3828 4.4740 4.0820
H -1.4501 3.5252 3.0195
H -0.0186 4.3270 2.3486
C 2.4859 3.1789 2.0401
H 3.0595 3.8987 2.6528
H 1.8527 3.7743 1.3709
H 3.2177 2.6560 1.4146
C 3.5013 0.4683 3.2488
H 4.2455 0.9454 3.9149
H 3.8603 0.6036 2.2211
H 3.5245 -0.6071 3.4751
C -0.3918 -2.0863 0.6053
C 0.6793 -2.2913 1.3954
C 2.1178 -2.2233 1.0045
C 2.4894 -1.2842 -0.1702
C 2.0542 0.1342 -0.0452
C 0.8293 0.6007 -0.3637
C -0.2165 -0.1488 -1.1289
C -0.4111 -1.6627 -0.8242
H 2.4815 -3.2274 0.7284
H 2.1315 -1.7363 -1.1036
H 2.6947 -1.9476 1.9001
H 0.2737 -2.2570 -1.4535
H -1.3793 -2.3443 1.0186
H 0.5023 -2.6344 2.4268
H -1.4234 -1.9082 -1.1832
H -1.1829 0.3563 -0.9738
H 0.5800 1.6531 -0.1482
H -0.0311 -0.0814 -2.2176
H 3.5885 -1.2737 -0.2192
H 2.8075 0.8332 0.3321
P -0.7389 -0.1812 -5.2368
P -0.4290 2.4726 -6.6802
C -0.7616 -0.2819 -7.1190
C -1.1255 1.0767 -7.7264
H -1.5040 -1.0441 -7.4051
H 0.2382 -0.6132 -7.4511
H -0.7138 1.1709 -8.7441
H -2.2205 1.2117 -7.7680
C -1.2216 3.8394 -7.6331
H -0.7757 4.7821 -7.2950
H -2.2961 3.8441 -7.4142
H -1.0524 3.7020 -8.7095
C 1.2225 2.5518 -7.5196
H 1.0880 2.5461 -8.6102
H 1.8490 1.7060 -7.2101
H 1.7039 3.4877 -7.2080
C -2.2112 -1.2451 -4.9341
H -2.2821 -1.4697 -3.8627
H -2.1320 -2.1753 -5.5123
H -3.1122 -0.6976 -5.2406
C 0.6122 -1.3952 -4.9441
H 1.5642 -0.9470 -5.2573
H 0.4331 -2.3133 -5.5185
H 0.6710 -1.6275 -3.8728
F -4.0840 -5.1359 6.4361
C -3.4447 -4.1594 5.7729
C -2.7142 -3.2011 6.4764
F -2.6435 -3.2463 7.8234
C -2.0802 -2.1930 5.7937
F -1.4018 -1.2668 6.5389
C -2.1373 -2.0870 4.3865
O -1.5165 -1.1182 3.7303
C -2.9049 -3.0557 3.7026
F -3.0607 -2.9710 2.3527
C -3.5372 -4.0822 4.3777
F -4.2640 -5.0003 3.7033
*
```



(2)
Molecular formula: C30H43F5OsP2
Method: DFT, ωB97M-V/def2-TZVPD

F_max: 7.7 eV/A
Lowest unoccupied orbital energy (spin up / spin down): -5.7 / -10.0 eV
Orbital gap (spin up / spin down): 6.21 / 3.13 eV
Energy above the lowest of the compared OMol25 structures with the same formula, charge and spin: 0.000 eV
HOMO (spin up / spin down): -0.4386 / -0.4811 Eh

ORCA input file:
```
! RIJCOSX wB97M-V def2-TZVPD def2/J DEFGRID3
* xyz 2 5
Os 0.1958 -0.4802 1.9870
C -0.5124 -2.3400 2.6623
C 0.8482 -2.4669 2.2340
C 0.7824 -0.9353 3.9741
C -0.5560 -1.3943 3.7375
C 1.6444 -1.5961 3.0425
C -1.6391 -3.2530 2.2766
H -1.4276 -3.7620 1.3343
H -2.5677 -2.6858 2.1792
H -1.7952 -4.0215 3.0481
C -1.7851 -1.1171 4.5397
H -2.6685 -1.4231 3.9791
H -1.8493 -0.0523 4.7510
H -1.7780 -1.6664 5.4864
C 1.3104 -0.1174 5.1075
H 1.3624 -0.7040 6.0311
H 0.6745 0.7448 5.2743
H 2.3183 0.2322 4.8808
C 3.1439 -1.6340 3.1471
H 3.4509 -2.2925 3.9744
H 3.5382 -0.6359 3.3556
H 3.5974 -2.0145 2.2287
C 1.4048 -3.5548 1.3620
H 1.7577 -4.3928 1.9826
H 2.2591 -3.1903 0.7822
H 0.6470 -3.9414 0.6777
C -1.8712 0.4242 -5.1384
C -1.7841 -0.9142 -5.1852
C -0.8037 -1.7159 -5.9884
C 0.4972 -0.9888 -6.4119
C 1.3127 -0.4457 -5.2720
C 1.2075 0.7344 -4.6581
C 0.2596 1.8444 -5.0067
C -0.9988 1.4401 -5.8154
H -1.2918 -2.0886 -6.9067
H 0.2702 -0.2470 -7.1865
H -0.5215 -2.6135 -5.4159
H -0.7101 1.1705 -6.8380
H -2.7005 0.8782 -4.5842
H -2.5513 -1.5143 -4.6848
H -1.6102 2.3542 -5.8988
H -0.0703 2.3417 -4.0803
H 1.9378 0.9951 -3.8798
H 0.7945 2.6172 -5.5872
H 1.1262 -1.7545 -6.8954
H 2.1128 -1.1332 -4.9649
P -0.8743 -0.4713 -0.1636
P 1.8785 0.8189 0.8713
C 0.0767 0.7086 -1.2895
C 0.9975 1.6518 -0.5386
H -0.6685 1.2733 -1.8633
H 0.6415 0.0944 -2.0069
H 1.7715 2.0741 -1.1937
H 0.4359 2.4710 -0.0825
C 2.6047 2.1316 1.8857
H 3.2592 1.6649 2.6327
H 1.7979 2.6733 2.3958
H 3.1839 2.8278 1.2634
C 3.2193 -0.0545 -0.0082
H 3.6418 0.6302 -0.7580
H 2.8232 -0.9486 -0.5104
H 4.0018 -0.3496 0.7014
C -2.6446 -0.0623 -0.0161
H -3.1201 -0.8284 0.6122
H -3.1265 -0.0656 -1.0015
H -2.7664 0.9187 0.4524
C -0.8865 -2.0390 -1.1005
H 0.1123 -2.4904 -1.1052
H -1.2033 -1.8527 -2.1368
H -1.5929 -2.7380 -0.6368
F -0.9121 1.8305 4.7560
C -1.2840 2.5157 3.6266
C -1.0538 2.0223 2.3354
C -1.5813 2.9261 1.3931
F -1.5941 2.6664 0.0356
C -2.1915 4.1690 1.6677
F -2.6389 4.9464 0.6554
C -2.3666 4.6000 2.9783
F -2.9505 5.7761 3.2761
C -1.9044 3.7415 3.9711
F -2.0471 4.0783 5.2642
*
```



(3)
Molecular formula: C30H43FMgN2O6P
Method: DFT, ωB97M-V/def2-TZVPD

F_max: 0.7 eV/A
Lowest unoccupied orbital energy: 2.7 eV
Orbital gap: 7.21 eV
Energy above the lowest of the compared OMol25 structures with the same formula, charge and spin: 0.009 eV
HOMO: -0.1650 Eh

ORCA input file:
```
! RIJCOSX wB97M-V def2-TZVPD def2/J DEFGRID3
* xyz -1 1
Mg 0.4223 0.3320 -0.3443
C -0.3907 -1.0996 3.3128
C -1.5487 -0.1026 3.1826
C -2.4455 -0.4719 1.9910
C -1.1746 1.3758 3.1199
C -1.9479 2.2490 3.8865
C -1.7388 3.6182 3.8709
C -0.7451 4.1371 3.0553
C 0.0389 3.3053 2.2637
C 1.0512 3.9252 1.3136
C 2.0051 4.8982 2.0122
C 0.3166 4.6206 0.1613
C -0.1618 1.9076 2.3032
N 0.6599 1.0606 1.5145
C 1.9053 0.8025 2.0188
C 2.4206 1.2057 3.2713
C 3.7086 0.8722 3.6733
C 4.5564 0.1240 2.8672
C 4.0863 -0.2913 1.6229
C 2.8175 0.0537 1.2533
F 2.3590 -0.3548 0.0050
H -0.7774 -2.0565 3.6775
H 0.3657 -0.7471 4.0173
H 0.0914 -1.2764 2.3527
H -2.1496 -0.2012 4.0893
H -1.8942 -0.3679 1.0555
H -3.3222 0.1795 1.9477
H -2.7849 -1.5105 2.0635
H -2.7311 1.8351 4.5157
H -2.3499 4.2749 4.4796
H -0.5930 5.2121 3.0213
H 1.6495 3.1270 0.8850
H 1.4937 5.8206 2.3066
H 2.8210 5.1727 1.3382
H 2.4389 4.4461 2.9079
H -0.2938 5.4467 0.5427
H -0.3415 3.9181 -0.3515
H 1.0294 5.0195 -0.5677
H 1.7850 1.7887 3.9264
H 4.0534 1.2057 4.6458
H 5.5583 -0.1287 3.1887
H 4.6968 -0.8648 0.9362
O 2.9635 2.4252 -2.7455
C 1.7714 2.2229 -2.7926
C 0.8839 2.5736 -3.9968
C -0.4991 2.0513 -3.6111
C -0.2892 1.6195 -2.1775
O -1.1742 1.1944 -1.3947
N 0.9931 1.6850 -1.7879
H 1.3036 2.1120 -4.8879
H 0.9075 3.6536 -4.1364
H -0.7940 1.1622 -4.1724
H -1.3062 2.7800 -3.6739
C -3.0930 -3.0923 -3.4293
C -2.8090 -1.8051 -2.6677
C -3.2383 -1.9218 -1.2064
C -3.5194 -0.6222 -3.3156
O -1.4043 -1.5011 -2.8220
P -0.1542 -1.8900 -1.9063
O 1.0663 -1.3801 -2.5705
O -0.3511 -1.4203 -0.4746
O -0.2931 -3.4970 -1.9148
C 0.7681 -4.3973 -1.5090
C 1.5133 -3.8948 -0.2707
C 0.0591 -5.7035 -1.1992
C 1.7303 -4.5644 -2.6815
H -4.1640 -3.3107 -3.4044
H -2.5447 -3.9226 -2.9828
H -2.7789 -2.9854 -4.4702
H -4.3041 -2.1532 -1.1705
H -3.0557 -0.9815 -0.6838
H -2.6886 -2.7119 -0.6899
H -4.5973 -0.6888 -3.1468
H -3.3331 -0.6038 -4.3933
H -3.1432 0.3010 -2.8718
H 0.8194 -3.7293 0.5561
H 2.0220 -2.9508 -0.4814
H 2.2593 -4.6348 0.0276
H -0.6308 -5.5638 -0.3633
H 0.7856 -6.4766 -0.9342
H -0.5107 -6.0367 -2.0695
H 2.1194 -3.5859 -2.9706
H 1.2094 -4.9994 -3.5387
H 2.5611 -5.2171 -2.4015
*
```



- Which value of F_max does entry 2 give?
  7.7 eV/A



- Number 3 is which compound?
  C30H43FMgN2O6P